# 1
Molecular formula: C18H41OP3SZr
Method: DFT, wB97M-V/def2-TZVPD

Last column: natural (NBO) charge in e.
Geometry (Å):
H -1.314 -3.601 -1.809  0.253
H 4.420 -1.771 0.131  0.250
H -3.594 3.399 -0.109  0.239
H -0.011 -2.963 -2.991  0.244
S -2.024 1.235 1.069  0.174
H -3.916 -2.237 1.242  0.293
H 4.700 2.008 -0.963  0.291
H -4.247 -1.396 -0.564  0.285
C -0.188 -1.978 -3.433  -0.887
O 1.222 -2.176 0.649  -0.792
H -5.408 4.876 0.814  0.279
H 0.424 0.545 -4.499  0.304
H -0.848 1.714 0.289  -0.031
H 2.843 -2.037 -2.968  0.259
H 3.004 2.574 -1.089  0.253
C 4.394 -0.953 -0.587  -0.902
Zr 0.323 -0.081 0.114  1.663
H -5.819 4.936 3.311  0.284
H 1.046 -2.866 -0.059  0.546
C -3.993 3.784 3.718  -0.194
C -2.997 2.954 3.167  -0.168
H -3.491 -1.780 -2.124  0.285
H 0.370 2.455 1.770  0.253
C -2.827 -2.275 1.356  -0.931
H -4.048 3.959 4.818  0.286
H 1.541 -3.608 2.140  0.248
C 0.323 0.761 -3.421  -0.913
C -2.931 2.665 1.777  -0.165
P 3.208 0.354 -0.039  0.811
H 3.829 1.529 2.114  0.236
H -1.264 -4.166 -0.151  0.253
H -2.547 -3.295 1.606  0.281
C 2.389 -1.126 -3.368  -0.895
C 3.669 1.701 -1.219  -0.925
H 0.116 -2.021 -4.492  0.300
H 2.103 2.114 1.833  0.278
H 4.663 -0.012 1.881  0.268
C 0.751 0.337 2.314  -0.721
C -3.348 -1.250 -1.184  -0.936
C 2.044 -2.738 1.716  -0.248
H 4.142 -1.345 -1.568  0.250
C -4.950 4.386 2.869  -0.037
P 0.814 -0.750 -2.483  0.729
P -1.960 -1.842 -0.172  0.859
H 2.203 -1.299 -4.442  0.298
H -2.838 -3.919 -0.946  0.298
H -3.247 -0.195 -1.395  0.249
C 4.312 0.892 1.369  -0.900
H -2.206 2.515 3.798  0.236
H 3.653 1.398 -2.281  0.260
H -2.522 -1.627 2.190  0.248
H 2.111 -2.005 2.523  0.197
H -0.723 1.017 -3.193  0.255
H -0.189 0.169 2.857  0.311
H 3.056 -2.967 1.359  0.231
C -4.761 4.301 1.480  -0.175
H -1.258 -1.754 -3.377  0.255
C 1.096 1.659 1.828  -0.277
C -1.825 -3.530 -0.846  -0.931
H 1.585 -0.340 2.728  0.298
H 3.116 -0.313 -3.272  0.254
C -3.755 3.469 0.962  -0.168
H 5.215 1.416 1.034  0.297
H 0.960 1.614 -3.141  0.260
H 5.401 -0.523 -0.645  0.295

Atomic forces in eV per Å
-0.4 0.1 0.2
0.0 0.0 0.0
-0.4 0.1 0.0
0.0 0.0 -0.3
-0.5 1.5 -0.2
0.3 0.1 -0.1
-0.5 -0.1 -0.2
0.3 0.1 -0.4
-0.5 -0.5 0.8
-0.8 0.1 -1.4
0.3 -0.3 0.1
0.0 0.1 0.5
-0.6 0.4 0.3
-0.1 0.0 -0.1
0.4 -0.2 -0.1
-0.7 -0.5 -0.3
-0.9 -2.8 -0.7
1.0 -0.4 -0.5
0.3 0.9 1.3
0.3 -0.4 0.0
0.8 -0.6 1.0
0.3 -0.1 0.0
-0.5 -0.1 -0.1
0.5 0.5 1.3
0.2 -0.3 -1.1
0.1 -0.1 -0.3
-0.2 0.4 0.7
-0.3 0.6 0.3
2.5 0.8 -0.7
0.2 -0.1 0.0
-0.2 0.0 0.0
0.0 -0.1 0.2
0.7 0.0 0.6
-0.5 0.4 -0.3
0.1 0.3 0.5
-0.3 -1.0 -0.5
-0.2 0.1 0.0
2.9 2.9 1.6
-0.3 0.7 0.0
0.4 -0.3 0.7
0.1 0.0 0.1
0.1 0.0 0.4
0.3 0.1 -3.3
-0.8 -1.0 -0.9
-0.3 0.2 0.5
-0.1 0.0 0.1
-0.2 0.4 -0.2
-0.7 -0.3 1.0
-0.8 0.2 0.0
-0.1 0.1 0.5
-0.3 -0.2 -0.1
0.0 -0.2 -0.3
0.2 0.0 -0.2
-0.2 0.1 -0.8
-0.5 -0.1 0.0
0.6 -0.5 -0.1
0.1 -0.1 0.0
0.0 -1.7 3.3
1.3 -0.3 0.0
-1.0 1.3 -1.1
-0.2 -0.2 -0.1
-0.6 -0.1 -1.0
-0.4 -0.1 -0.4
-0.2 -0.2 -0.3
-0.3 0.2 0.1

Calculated values
HOMO-LUMO gap (alpha / beta) = 4.08 / 4.10 eV
charge = +4
strongest force on any atom = 4.44 eV Å⁻¹
E = -61315.117 eV

***

# 2
Molecular formula: C18H42Cl6O8P2
Method: DFT, wB97M-V/def2-TZVPD

Last column: Löwdin charge in e.
Geometry (Å):
H -2.180 -6.385 -4.510  0.003
H -3.876 -10.480 -3.454  0.074
C -7.804 -7.779 -8.271  -0.282
C 2.585 -8.454 -12.174  -0.664
H -1.988 -13.734 -6.595  0.126
H -2.237 -8.972 -5.398  0.089
H -1.686 -7.492 -6.920  0.051
O -2.704 -10.883 -5.875  -0.160
H -7.507 -10.135 -5.162  0.104
H -10.075 -10.935 -3.728  0.077
H -9.859 -9.930 -10.074  0.122
O -2.839 -11.917 -8.167  -0.169
O -7.945 -8.930 -7.538  -0.207
Cl 3.326 -9.378 -10.873  0.565
C -8.479 -10.626 -5.122  -0.284
H 0.624 -9.264 -11.959  0.059
C -0.248 -14.063 -5.394  -0.073
H -1.161 -7.536 -9.336  0.055
H -8.411 -6.983 -7.841  0.113
O -0.683 -12.164 -6.716  -0.151
H 0.841 -14.021 -5.357  0.083
C -9.248 -11.960 -10.117  -0.077
H -8.044 -7.981 -9.315  0.107
Cl -3.541 -6.081 -1.546  0.512
H -0.632 -13.559 -4.508  0.077
Cl 0.187 -7.284 -13.027  0.568
C -1.885 -6.628 -7.553  -0.712
H -2.841 -7.827 -8.879  0.054
H -0.344 -13.903 -7.406  0.126
H -5.013 -11.284 -9.027  0.083
H -3.186 -8.892 -3.176  0.063
C -3.489 -9.592 -3.954  -0.057
O -1.221 -9.921 -7.759  -0.213
P -1.835 -11.123 -7.188  0.478
H -2.179 -4.323 -2.221  0.045
H -8.218 -11.522 -5.684  0.116
H -1.188 -6.538 -3.083  0.065
H -3.145 -12.478 -10.021  0.122
C -3.018 -11.536 -9.489  -0.298
H 0.786 -7.843 -10.939  0.051
H -3.501 -4.429 -3.289  0.069
H 2.883 -8.907 -13.119  0.072
H -11.032 -11.123 -9.442  0.123
C -2.057 -7.071 -8.923  -0.702
H -6.125 -6.557 -7.663  0.035
C -4.309 -10.738 -9.655  -0.051
C -1.710 -5.815 -3.709  -0.609
C -0.928 -13.480 -6.588  -0.361
O -9.446 -9.783 -5.732  -0.195
P -9.517 -9.366 -7.332  0.590
C -9.983 -10.829 -9.471  -0.342
C -2.343 -9.938 -4.904  -0.281
C -8.990 -10.838 -3.706  -0.069
H -8.608 -11.697 -3.154  0.075
H -1.148 -5.836 -7.429  0.066
H -9.536 -12.875 -9.599  0.082
H -8.177 -11.869 -9.941  0.072
H -1.447 -10.250 -4.367  0.130
Cl -2.350 -5.807 -10.133  0.561
H -5.596 -8.254 -7.801  0.055
O -10.583 -8.358 -7.632  -0.233
H -9.408 -12.018 -11.193  0.083
H -8.881 -9.955 -3.078  0.076
C -6.212 -7.473 -8.247  -0.058
H -5.814 -7.155 -9.210  0.064
O -9.572 -10.818 -8.155  -0.191
H -4.332 -9.333 -4.594  0.078
C -2.750 -5.049 -2.800  -0.632
H -4.620 -10.782 -10.699  0.081
C 1.072 -8.272 -11.899  -0.717
Cl -3.322 -5.906 -6.952  0.643
H -4.214 -9.680 -9.408  0.053
H -2.176 -11.002 -9.929  0.115
H -0.515 -15.115 -5.293  0.082
H 2.926 -7.419 -12.153  0.064
Cl -0.645 -4.567 -4.507  0.530

Atomic forces in eV per Å
-0.1 0.3 0.0
0.3 -0.2 0.3
3.4 1.3 -1.6
-0.9 1.8 0.2
0.0 -0.1 -0.2
1.0 -0.1 -0.3
0.4 0.0 -0.2
-0.8 -1.2 -1.0
0.0 0.5 0.4
-0.1 -0.4 -0.3
0.1 0.4 0.6
1.3 0.2 3.0
-2.6 -2.0 1.2
0.1 -0.1 0.3
1.1 0.1 0.3
-0.2 0.0 0.2
-0.4 -0.2 1.6
0.0 -0.3 0.6
0.2 0.2 -0.3
-1.1 4.5 -0.5
-0.1 0.3 -0.4
0.7 -0.6 0.0
-0.5 0.3 -0.1
0.2 0.0 -0.7
0.1 0.0 0.3
0.0 0.6 -1.1
1.5 0.7 1.1
-0.2 0.2 -0.7
-0.9 -0.7 -0.7
-0.5 0.5 -0.1
-0.2 0.3 -0.4
-0.4 -1.9 -0.4
-0.3 0.0 0.0
0.8 -0.2 0.1
0.1 -0.2 0.0
-1.0 -0.4 -0.1
0.6 0.5 -0.1
0.1 0.0 -0.2
-0.7 0.4 -2.1
0.9 -0.2 0.2
-0.1 -0.7 -0.4
-0.6 0.0 0.1
-0.3 0.5 -0.4
0.4 -1.4 -1.6
0.4 -0.2 0.4
0.4 -0.5 -0.1
-1.4 0.6 0.4
1.1 -3.2 -0.6
-1.0 0.4 -2.9
0.2 -1.1 1.5
-1.2 -1.0 -1.8
-0.1 1.8 0.9
-0.6 0.1 0.3
0.3 0.0 -0.3
0.4 -0.4 -0.1
-0.1 -0.2 -0.3
0.1 0.2 -0.1
0.1 0.1 -0.1
-0.5 0.3 0.1
-0.4 -0.1 -0.1
2.0 -1.8 0.3
-0.2 -0.1 0.1
0.5 0.1 -0.1
-1.9 1.4 0.2
-0.1 -0.4 -0.2
0.8 2.8 3.4
0.0 0.9 0.3
1.2 0.3 0.1
-0.1 -0.1 0.0
-0.1 -1.9 0.2
-1.9 0.8 0.8
0.0 -0.1 0.4
0.2 -0.1 0.3
-0.1 -0.1 -0.1
0.8 -0.2 0.0
-0.4 -0.9 0.6

Calculated values
HOMO-LUMO gap = 11.00 eV
strongest force on any atom = 4.61 eV Å⁻¹
E = -129443.512 eV

***

# 3
Molecular formula: C18H42CuN6O6
Method: DFT, wB97M-V/def2-TZVPD

Last column: Mulliken spin population.
Geometry (Å):
H 5.232 3.331 -0.865  0.000
O 0.762 -2.632 -1.266  0.001
H -7.768 -0.296 2.183  0.000
H -1.255 0.961 -6.734  -0.003
N 5.227 2.174 -3.836  0.000
O 2.964 0.073 3.244  0.000
N 3.598 -1.363 5.010  0.000
O -1.268 2.184 -3.976  0.890
H 2.549 -5.091 -2.112  0.000
C -1.997 1.481 -6.128  0.071
H -1.596 3.930 -6.571  0.000
H -8.192 0.159 0.586  0.000
C -5.516 1.008 0.123  0.000
C 2.914 -2.531 4.551  0.000
N -6.180 0.649 1.206  0.000
H 6.188 2.394 -4.056  0.000
H -5.853 1.994 -1.640  0.000
C -6.199 1.065 -1.187  0.000
C 5.737 2.693 -1.590  0.000
H -0.699 -0.498 6.479  0.000
H -7.984 1.347 1.925  0.000
H -0.219 -5.487 -1.414  0.000
O -4.314 1.260 0.235  0.001
H 3.849 -2.861 -2.190  0.000
H 2.417 -2.450 3.584  0.000
H 4.758 0.587 5.929  0.000
H 6.176 1.917 -0.963  0.000
H -1.777 5.133 -4.067  0.004
H -5.818 0.225 -1.769  0.000
C -1.547 2.505 -5.150  -0.017
H 4.100 -1.405 5.885  0.000
H -0.722 5.660 -5.439  0.000
C -2.856 -3.005 4.112  0.000
C 0.048 -4.713 -2.133  0.000
H -2.161 0.028 7.369  0.000
H 0.533 -5.245 -2.951  0.000
C 4.057 0.958 5.181  0.000
H 3.223 1.343 5.768  0.000
H 3.638 -3.336 4.429  0.000
H -1.770 0.722 5.725  0.000
H 4.382 0.799 -5.083  0.000
H -2.529 0.726 -5.547  0.002
H -0.075 4.635 -4.243  0.001
O 3.605 2.076 -2.256  0.000
H -2.786 1.834 -6.791  0.014
C -1.726 -0.144 6.385  0.000
N 2.389 -4.183 -1.699  0.000
C -7.573 0.467 1.429  0.000
H 4.788 2.405 -5.776  0.000
N -1.424 3.770 -5.589  0.036
C 3.550 -3.423 -1.306  0.000
Cu 0.180 1.194 0.267  0.000
H -3.909 -2.848 4.347  0.000
H -2.394 -3.837 4.643  0.000
H 2.158 -2.749 5.305  0.000
H -2.794 -3.041 3.025  0.000
C -1.003 4.841 -4.777  0.000
H 4.460 1.722 4.516  0.000
C 4.381 1.875 -4.914  0.000
C 1.132 -3.777 -1.620  0.000
C 4.753 2.287 -2.582  0.000
H -0.842 -4.186 -2.476  0.000
H 3.273 -2.668 -0.569  0.000
C -2.188 -1.722 4.528  0.000
H -5.664 0.776 2.064  0.000
O -1.625 -1.002 3.691  0.000
H -7.287 0.994 -1.200  0.000
H 4.356 -4.019 -0.878  0.000
N -2.350 -1.324 5.775  0.000
H 6.636 3.124 -2.030  0.000
C 3.549 -0.148 4.351  0.000
H -3.116 -1.693 6.321  0.000
H 3.417 2.370 -4.799  0.000

Atomic forces in eV per Å
0.3 0.4 -0.2
1.2 -1.0 0.0
0.4 -0.4 -0.1
0.5 0.4 0.4
0.5 0.5 0.7
1.5 -1.1 2.5
0.1 1.9 -1.7
0.0 -0.3 0.8
0.0 0.1 0.2
-1.4 -1.7 0.3
-0.1 -0.2 0.0
0.4 0.3 -0.2
1.1 0.1 0.3
-0.1 -0.9 0.1
-0.4 -0.4 1.2
-0.2 0.0 0.4
-0.2 -0.1 -0.2
-0.1 -0.1 -0.8
1.6 0.6 1.5
0.3 0.9 0.4
-0.3 0.3 -0.5
0.0 0.2 0.2
0.2 0.2 -0.6
0.7 0.0 0.1
0.1 0.7 0.2
0.4 0.3 -0.2
-0.5 -0.7 -0.2
0.0 0.1 -0.1
0.1 0.1 -0.2
0.4 3.0 -2.9
-0.2 0.0 -0.2
-0.4 0.2 0.2
0.0 0.8 0.0
1.1 -0.7 -0.2
0.0 0.1 -0.2
-0.5 -0.2 -0.4
0.4 0.4 0.3
-0.1 0.2 -0.2
-0.2 -0.3 0.3
-0.1 0.0 0.2
-0.7 0.1 -0.3
0.2 -0.4 0.0
-0.1 -0.4 0.1
-1.5 -0.3 -0.3
0.2 0.7 0.0
0.6 -1.1 -0.8
0.6 -1.3 0.3
-1.5 -0.1 0.9
0.1 -0.4 -0.3
-0.4 -3.2 0.4
-0.3 1.1 -0.2
0.1 -0.5 0.3
-0.1 -0.6 0.3
-0.4 -0.2 -0.2
-0.1 -0.6 -0.2
0.3 -0.4 0.2
1.0 1.8 0.8
0.1 0.1 0.4
-0.1 0.4 -1.6
-2.7 2.4 0.1
0.8 -0.5 -0.1
0.3 0.1 0.2
-0.2 -0.2 0.1
0.1 1.1 -2.3
0.3 -0.1 -0.2
0.4 -0.5 0.5
0.2 0.2 0.2
-0.2 -0.2 -0.3
-1.2 0.5 2.2
-0.2 0.6 0.0
-2.1 -0.8 -1.4
0.3 -0.5 -0.2
-0.3 -0.7 0.4

Calculated values
HOMO-LUMO gap (alpha / beta) = 5.29 / 1.98 eV
spin multiplicity = 2
charge = +2
strongest force on any atom = 4.21 eV Å⁻¹
E = -85194.493 eV

***

# 4
Molecular formula: C18H42GeIrN2OSSbSe4Si4
Method: DFT, wB97M-V/def2-TZVPD

Last column: Mulliken spin population.
Geometry (Å):
H -0.023 -3.938 3.280  0.001
C -4.428 3.994 2.564  0.003
H 1.094 -2.371 -4.220  0.000
H -3.438 3.281 5.600  0.000
H -2.110 -2.101 -1.730  0.001
S -1.461 1.189 -1.492  -0.001
H 0.981 0.482 -2.901  -0.004
H 3.826 0.048 2.133  0.000
C 1.578 1.772 1.464  -0.006
Se 0.939 5.501 -3.937  0.694
C -2.654 3.058 4.875  0.002
H 0.247 -4.915 -2.117  -0.001
H -2.105 -2.647 0.764  0.000
H -2.451 -2.257 2.452  0.001
Se -2.107 5.140 -2.643  0.659
C 4.458 -0.675 -1.026  -0.018
C 0.228 -0.722 3.398  0.000
H 0.909 0.586 -5.554  -0.001
H -5.222 4.233 3.275  0.000
C 0.632 1.368 -4.850  -0.003
H 4.312 -1.104 -2.018  -0.004
H 3.044 -3.966 0.737  -0.001
H -1.198 1.601 -6.065  0.001
H 1.288 -0.575 3.605  -0.001
Se 0.293 6.799 -0.212  1.127
H -0.464 3.137 -5.523  -0.003
H 3.554 -3.722 -0.934  -0.003
C -1.365 -2.181 -2.522  0.001
Ir 0.377 1.442 0.080  0.971
N -1.437 2.061 -4.019  0.001
H -0.464 -4.444 -0.573  0.000
H 4.238 0.392 -1.088  0.020
H -4.775 0.696 2.430  0.000
Si 0.359 -2.458 -1.829  0.028
H 5.014 -1.254 2.086  0.000
C 3.954 -1.019 1.963  0.002
H -1.424 -1.273 -3.116  -0.001
C -0.665 2.099 -5.254  0.001
H -3.851 0.246 3.860  0.000
H 1.610 -3.531 2.753  -0.001
H -2.246 -0.960 1.268  -0.003
C -1.887 -1.946 1.571  0.006
C -4.424 1.051 3.399  0.008
C -2.012 2.239 2.054  0.280
H -1.628 -3.031 -3.158  0.000
Si -0.044 -1.858 1.930  0.033
C -0.831 1.355 -3.075  0.015
Se 2.142 2.536 -1.359  0.946
H 5.511 -0.792 -0.759  0.003
H 4.732 -3.599 0.373  0.001
H -0.233 -1.152 4.291  0.001
H 2.179 -1.397 -3.227  0.003
H -0.222 0.254 3.216  0.000
H -2.014 3.936 4.782  0.000
O 2.325 1.997 2.302  0.000
C -1.087 1.976 1.304  0.000
H -4.886 3.732 1.611  0.000
H 2.324 -3.142 -3.217  0.001
Si 3.372 -1.527 0.248  0.017
H -3.828 4.889 2.404  0.001
C 0.566 -3.571 2.437  0.027
H 0.488 -4.295 1.628  -0.003
Sb 0.131 4.716 -1.701  0.004
H 1.287 -4.528 -0.744  -0.001
C 1.604 -2.323 -3.257  0.000
H 3.398 -1.548 2.738  0.000
C 0.366 -4.256 -1.254  0.024
Ge 1.048 -1.039 -0.034  0.149
H -2.148 2.739 -3.771  0.006
H -2.044 2.243 5.268  0.000
Si -3.372 2.591 3.207  -0.007
H -5.294 1.253 4.026  0.000
N 0.278 0.794 -3.556  -0.005
H 1.459 2.072 -4.732  0.004
C 3.699 -3.381 0.092  0.025

Atomic forces in eV per Å
0.0 0.0 0.1
0.0 0.0 0.0
0.0 0.0 -0.1
0.0 0.0 0.0
0.0 0.0 0.0
0.0 0.3 -0.1
0.0 0.1 0.1
0.0 0.1 0.0
0.5 -0.1 0.2
-0.2 -0.1 0.0
0.0 0.0 0.0
0.0 0.0 0.0
0.0 0.0 0.0
0.0 0.0 0.1
-0.2 0.2 -0.2
0.0 0.0 0.0
0.0 0.0 0.0
0.0 0.0 0.0
0.0 0.0 0.0
0.1 0.1 0.0
0.0 0.0 -0.1
0.0 0.0 0.1
0.0 0.0 0.0
0.1 0.0 0.0
0.0 0.0 0.0
0.0 0.0 0.0
0.0 0.0 -0.1
0.0 0.0 0.0
0.3 -0.1 -0.2
-0.2 -0.2 0.0
-0.1 0.0 0.0
0.0 0.0 0.0
0.0 0.0 -0.1
0.0 0.0 0.0
0.1 0.0 0.0
0.0 0.0 0.0
0.0 0.0 0.0
0.1 0.2 0.0
0.0 0.0 0.0
0.1 0.0 0.0
0.0 0.1 0.0
0.0 0.0 0.0
0.0 0.0 0.0
0.0 0.0 0.1
0.0 0.0 0.0
0.0 0.0 0.0
0.0 0.0 0.2
-0.4 0.2 0.2
0.1 0.0 0.0
0.1 0.0 0.0
0.0 0.0 0.0
0.0 0.0 0.0
0.0 0.0 0.0
0.0 0.0 0.0
-0.5 0.0 -0.4
0.0 0.0 0.0
0.0 0.0 0.0
0.0 0.0 0.0
0.0 0.0 0.0
0.0 0.0 0.0
0.0 0.0 0.0
0.0 -0.1 -0.1
0.5 -0.3 -0.1
0.1 0.0 0.0
0.0 0.0 0.0
0.0 0.0 0.0
0.0 0.0 0.0
0.0 -0.1 0.2
0.1 0.1 0.0
0.0 0.0 0.0
0.0 0.0 0.0
0.0 0.0 0.0
0.0 -0.1 0.0
0.0 0.0 0.0
0.0 0.1 0.0

Calculated values
HOMO-LUMO gap (alpha / beta) = 6.34 / 5.21 eV
spin multiplicity = 6
charge = -1
strongest force on any atom = 0.59 eV Å⁻¹
E = -394004.726 eV